Entry 1:
C5H33N3O10 | ωB97M-V/def2-TZVPD

Last column: Mulliken charge in e.
Positions of all 51 atoms, in Å:
C: -0.499 -0.726 2.198  -1.8084
C: -0.589 0.149 0.912  0.6392
C: -2.032 0.151 0.376  -0.8477
C: -2.341 -0.820 -0.737  -0.8236
N: 0.508 -0.446 -2.749  -0.6658
C: -0.415 -1.091 -2.136  0.8792
N: -1.626 -0.416 -1.971  -0.2147
N: -0.178 1.507 1.322  -1.2308
H: -0.739 -1.774 2.011  0.3858
H: -0.980 -0.344 3.082  0.4331
H: 0.553 -0.967 2.395  0.4568
H: 0.141 -0.190 0.191  0.3317
H: -2.626 -0.088 1.266  0.0112
H: -2.325 1.169 0.125  0.4449
H: -3.409 -0.660 -0.927  0.1764
H: -2.263 -1.913 -0.604  0.4384
H: 1.301 -0.990 -3.055  0.2793
H: -0.395 -2.149 -1.924  -0.6269
H: -1.453 0.580 -2.003  0.4048
H: 0.818 1.670 1.243  0.0361
H: -0.534 1.708 2.245  0.4628
H: -4.527 0.379 1.353  0.4696
H: -4.428 -0.155 2.888  0.2918
O: -4.957 0.245 2.189  -0.6638
H: 3.526 1.191 2.820  0.3950
H: 3.457 0.488 1.462  0.0273
O: 3.395 0.327 2.401  -0.7392
H: 0.763 -5.164 -1.235  0.2689
H: 0.639 -3.803 -1.856  0.3310
O: 0.113 -4.557 -1.570  -0.6691
H: 0.392 3.070 1.313  0.4312
H: 1.654 4.003 1.490  0.4422
O: 0.692 3.956 1.514  -0.5924
H: 3.427 2.405 0.128  -0.4133
H: 2.089 2.064 -0.606  -0.1474
O: 2.933 1.678 -0.275  1.0006
H: 2.442 -2.545 -0.761  0.2822
H: 2.739 -1.976 -2.144  0.2578
O: 2.166 -2.609 -1.672  -0.7020
H: -1.539 4.110 1.899  0.3251
H: -1.637 2.639 2.189  0.2071
O: -2.110 3.359 1.783  -0.7506
H: 4.894 -0.262 -1.624  0.3054
H: 3.517 0.307 -1.243  0.1037
O: 3.987 -0.520 -1.473  -0.8695
H: 1.189 3.075 -2.537  0.1217
H: 0.109 3.116 -1.504  0.1479
O: 1.054 2.933 -1.595  -0.0369
H: -1.790 -3.772 -2.038  0.3534
H: -2.492 -4.569 -1.001  0.2967
O: -2.614 -3.776 -1.555  -0.6367

As for the total energy: -30664.6062 eV. The spin multiplicity is 2. The value obtained for the LUMO energy (spin up / spin down) is 0.08932 / 0.08734 hartree. As for the HOMO energy (spin up / spin down): 0.05 / -6.56 eV. The calculation puts the frontier orbital gap (spin up / spin down) at 2.38 / 8.93 eV. As for the charge: -1. As for the expectation value of S²: 0.750.

---

Entry 2:
C12H24ClO16 | ωB97M-V/def2-TZVPD

Last column: Mulliken charge in e.
Positions of all 53 atoms, in Å:
Cl: 3.020 0.890 1.832  1.6239
O: 1.743 1.018 1.142  -0.6498
O: 3.997 0.685 0.800  -0.6531
O: 3.267 2.117 2.567  -0.6688
O: 3.030 -0.206 2.768  -0.6495
C: 2.336 2.979 -3.953  -0.7066
O: 2.171 2.209 -5.107  -0.2904
C: 2.335 2.781 -6.281  0.7939
O: 2.822 3.889 -6.450  -0.5688
O: 1.953 1.955 -7.296  -0.3198
C: 2.206 2.251 -8.678  -0.6225
H: 1.570 3.685 -3.631  0.2940
H: 3.259 3.554 -4.035  0.3022
H: 2.498 2.312 -3.106  0.3028
H: 1.873 3.209 -9.076  0.2853
H: 1.948 1.518 -9.443  0.2461
H: 3.280 2.425 -8.615  0.2840
C: -2.392 3.807 -0.675  -0.5620
O: -1.554 5.000 -0.451  -0.3316
C: -1.137 5.298 0.822  0.7834
O: -0.428 6.282 1.038  -0.5788
O: -1.643 4.455 1.739  -0.3249
C: -1.274 4.312 3.116  -0.5396
H: -1.788 2.944 -0.392  0.2756
H: -2.572 3.785 -1.750  0.2637
H: -3.367 3.723 -0.195  0.2588
H: -1.675 3.403 3.565  0.1694
H: -1.743 5.111 3.690  0.2644
H: -0.189 4.210 3.152  0.3201
C: -3.838 -1.248 2.453  -0.6327
O: -3.056 -1.227 3.580  -0.2386
C: -3.311 -2.187 4.539  0.7264
O: -4.328 -2.922 4.616  -0.5830
O: -2.321 -2.148 5.505  -0.3339
C: -1.238 -1.138 5.431  -0.4732
H: -3.512 -0.391 1.864  0.2079
H: -4.844 -1.103 2.847  0.3116
H: -3.789 -2.165 1.867  0.2782
H: -0.484 -1.583 4.782  0.2733
H: -0.811 -1.030 6.428  0.2666
H: -1.468 -0.105 5.168  0.1974
C: 0.251 -4.098 0.538  -0.6120
O: 0.578 -5.392 0.100  -0.3316
C: -0.100 -6.450 0.530  0.7928
O: -1.140 -6.364 1.156  -0.5654
O: 0.551 -7.595 0.264  -0.3462
C: 1.922 -7.740 -0.081  -0.5798
H: 0.450 -3.892 1.590  0.2993
H: -0.805 -3.896 0.360  0.2637
H: 0.827 -3.401 -0.071  0.2722
H: 2.519 -6.828 -0.125  0.2999
H: 2.000 -8.252 -1.040  0.2512
H: 2.395 -8.449 0.599  0.2546

As for the total energy: -58107.9909 eV. The value obtained for the LUMO energy is 0.08256 hartree. As for the HOMO energy: -6.01 eV. The calculation puts the frontier orbital gap at 8.26 eV. As for the charge: -1.